Below is an isolated molecule of C9H11NO4S at a distorted geometry, with properties calculated with ωB97M-V/def2-TZVPD.

DFT total energy = -30023.3145 eV
Kohn-Sham gap = 8.654 eV
Highest occupied orbital energy = -9.3 eV

Structure (ORCA input):
```
! wB97M-V def2-TZVPD RIJCOSX def2/J DEFGRID3
* xyz 0 1
C -0.53827 2.02632 1.33563
C -1.41908 0.91867 1.84487
C 1.88240 0.41616 -1.70146
C -0.25125 1.86831 -0.11761
C 1.55556 -0.27004 0.70775
C -1.15363 -0.35479 1.12917
C 0.85166 -0.28491 -0.71615
C -2.34111 -1.11219 0.78359
C 0.45835 -1.69600 -1.20577
N -0.37088 0.51739 -0.58759
O 2.24293 -0.15509 -2.88360
O -0.19533 2.91721 2.04890
O -2.07237 1.06044 2.84969
O 2.31091 1.51609 -1.40863
S 0.36569 -1.00761 1.91446
H -0.99768 2.43105 -0.69994
H 0.73658 2.24159 -0.43778
H 2.48657 -0.73322 0.58318
H 1.71720 0.71643 1.09772
H -2.02983 -2.20071 0.40635
H -2.94006 -0.53098 0.09079
H -2.97697 -1.24001 1.76376
H -0.59433 -1.95788 -0.75753
H 1.18294 -2.53525 -0.89505
H 0.37566 -1.60679 -2.28688
H 1.71435 -0.94420 -2.85787
*
```

***

Below is a cluster of 7 separate species, C38H40BF48O12PS in total at a distorted geometry, with properties calculated with ωB97M-V/def2-TZVPD.

DFT total energy = -215858.5375 eV
Kohn-Sham gap = 9.544 eV
Highest occupied orbital energy = -10.0 eV

Structure (ORCA input):
```
! wB97M-V def2-TZVPD RIJCOSX def2/J DEFGRID3
* xyz 0 1
C -5.42861 0.41299 -1.94677
C -4.23755 0.12985 -3.03729
C -2.96294 -0.75364 -2.41421
C -1.63642 0.20480 -2.56736
C -1.33118 0.36257 -4.16879
C -0.35671 -0.22621 -1.64360
B -0.47859 0.45263 -0.11373
O -0.21339 -0.28771 1.14401
O -0.82668 1.90700 0.06506
O 0.77170 0.59867 -2.18988
C 2.02013 0.11575 -1.57912
O 3.11218 0.79837 -1.17629
O 1.76200 -1.35550 -1.49504
C 0.33747 -1.69744 -1.79154
S 0.44449 -2.55925 -3.44599
P -0.08421 -3.11264 -0.58529
O 0.23625 -4.52460 -1.28331
H -5.75039 1.55060 -2.05281
H -6.38083 -0.21952 -2.20024
H -5.01139 0.26907 -0.86319
H -4.70894 -0.40304 -3.99229
H -3.88581 1.19905 -3.42816
H -2.90563 -1.72090 -3.11036
H -3.23650 -1.03524 -1.30400
H -1.97446 1.28581 -2.19130
H -2.10304 -0.29804 -4.78850
H -1.52845 1.49790 -4.48037
H -0.26532 0.02755 -4.51430
H -1.02241 -0.78019 1.46953
H 0.07181 2.39032 0.10626
H 1.13092 -1.74795 -4.36587
H 0.85734 -2.98797 0.53657
H -1.40644 -3.04726 -0.00762
C -5.29090 -3.62792 3.32830
C -5.36812 -4.37010 1.98435
C -4.10893 -4.28519 1.13032
F -3.80494 -3.01448 0.78531
F -4.27520 -4.96532 -0.03655
F -6.46259 -3.94115 1.30096
F -5.60389 -5.69027 2.26628
O -5.87263 -2.32129 3.36046
C -5.02747 -1.26587 2.90565
C -5.56056 -0.57992 1.64221
F -5.70029 -1.45883 0.61706
F -4.70560 0.38503 1.21030
F -3.76579 -1.73566 2.75991
F -4.97533 -0.36903 3.92773
H -5.89437 -4.20833 4.03717
H -4.28219 -3.63991 3.75729
H -3.24907 -4.72097 1.64619
H -6.53549 -0.11926 1.82663
C -2.66186 5.12118 -1.23626
C -2.73909 4.37901 -2.58021
C -1.47989 4.46391 -3.43424
F -1.17591 5.73462 -3.77925
F -1.64616 3.78378 -4.60111
F -3.83356 4.80796 -3.26359
F -2.97485 3.05883 -2.29828
O -3.24360 6.42781 -1.20410
C -2.39844 7.48323 -1.65890
C -2.93153 8.16918 -2.92235
F -3.07125 7.29028 -3.94750
F -2.07656 9.13414 -3.35426
F -1.13676 7.01344 -1.80465
F -2.34630 8.38007 -0.63683
H -3.26534 4.54077 -0.52738
H -1.65316 5.10919 -0.80727
H -0.62003 4.02814 -2.91837
H -3.90646 8.62984 -2.73793
C -1.81565 -5.17675 -5.16106
C -2.95859 -4.38597 -4.50429
C -3.70733 -5.13140 -3.40616
F -4.30577 -6.25429 -3.86128
F -4.69944 -4.35513 -2.89142
F -3.80570 -3.94189 -5.47076
F -2.40481 -3.25977 -3.95390
O -2.12612 -5.82018 -6.40055
C -2.73962 -7.10290 -6.28514
C -4.16362 -7.13402 -6.85284
F -4.97105 -6.23980 -6.22726
F -4.73365 -8.35629 -6.68032
F -2.67501 -7.51430 -4.99660
F -1.94615 -7.95559 -6.98871
H -1.04385 -4.44311 -5.42499
H -1.31667 -5.85490 -4.45908
H -3.03987 -5.40170 -2.58347
H -4.16593 -6.90034 -7.92152
C 3.89313 -4.21816 1.61004
C 3.44806 -4.01594 3.06744
C 3.92339 -2.71859 3.71016
F 5.27099 -2.63414 3.76493
F 3.48569 -2.63291 4.99581
F 3.81872 -5.09936 3.80071
F 2.07770 -4.01794 3.07403
O 5.04546 -5.04259 1.41212
C 6.30085 -4.37730 1.54033
C 7.13632 -4.90504 2.71272
F 6.48195 -4.76897 3.89434
F 8.30146 -4.21490 2.83436
F 6.09364 -3.04033 1.59832
F 6.95824 -4.60202 0.37027
H 3.08272 -4.76500 1.11228
H 3.96282 -3.27404 1.05738
H 3.54152 -1.84615 3.17313
H 7.37534 -5.96422 2.57969
C 11.75279 -3.95413 2.72639
C 12.12976 -4.89108 3.88527
C 11.87754 -4.32474 5.27732
F 12.59485 -3.20457 5.51571
F 12.24576 -5.22110 6.23271
F 13.42205 -5.28671 3.73578
F 11.37780 -6.02808 3.74485
O 12.82520 -3.20354 2.14908
C 13.15015 -1.98799 2.82133
C 14.56349 -1.99693 3.41579
F 14.72528 -3.00914 4.30585
F 14.81898 -0.84443 4.09041
F 12.19230 -1.71556 3.73897
F 13.05394 -1.00948 1.88061
H 11.40475 -4.59782 1.90903
H 10.88821 -3.32248 2.96128
H 10.81854 -4.09859 5.42817
H 15.31857 -2.11261 2.63274
C -3.53437 10.07693 1.96054
C -3.83760 11.51149 1.49893
C -3.63934 12.58417 2.56299
F -4.44801 12.40634 3.63097
F -3.93631 13.81463 2.06341
F -5.09199 11.55530 0.97602
F -2.99343 11.78551 0.45479
O -4.66267 9.29021 2.35389
C -5.09017 9.46857 3.70315
C -6.50055 10.06116 3.80647
F -6.58191 11.26874 3.19160
F -6.85361 10.26337 5.10382
F -4.16226 10.19206 4.37346
F -5.07115 8.22835 4.26279
H -3.13057 9.54992 1.08718
H -2.72612 10.03571 2.69994
H -2.60339 12.61115 2.91150
H -7.23996 9.39850 3.34728
*
```

***

Q: highest occupied orbital energy of number 1 (C9H11NO4S)?
A: -9.3 eV

***

Q: Among the records above, which one has the highest Kohn-Sham gap?
A: C38H40BF48O12PS

***

Q: The highest DFT total energy belongs to which entry?
A: C9H11NO4S